171
Properties=species:S:1:pos:R:3:forces:R:3 method="wB97M-V/def2-TZVPD" mol_weight_g_mol=1028.6 spin_multiplicity=1 homo_energy_ev=-9.20 e_lumo_ev=-4.24 charge=+1 homo_lumo_gap_ev=5.0
C 7.427205 2.515385 3.165397 -6.64 0.76 -1.77
C 6.154582 2.448653 2.819112 5.59 1.17 1.38
C 4.626140 2.574432 2.316815 1.06 -1.06 -0.62
C 3.963478 1.081928 2.083828 0.65 0.56 1.34
C 2.373506 1.044527 2.515616 0.72 -0.69 1.09
C 1.391075 0.496745 1.316540 2.82 -3.31 2.73
C 0.365596 -0.650011 1.744660 -1.05 -2.04 -1.31
N 0.824579 -1.522270 2.910272 1.16 0.62 -1.23
C -1.187967 -0.247227 1.980261 0.94 0.19 0.90
S -2.207419 -1.653435 1.320758 -0.35 -0.55 -1.07
N -1.348651 -0.440582 3.482108 -4.31 -3.15 -0.60
C -2.354774 -1.283948 3.738130 -4.45 3.85 2.89
O -3.490681 -1.557861 4.251124 7.82 0.69 -3.17
C -1.528928 1.288378 1.461925 0.27 -1.05 0.95
C -1.105512 2.210955 2.696204 1.63 1.25 0.91
C -2.021356 2.464153 3.960853 -1.91 0.39 2.91
C -1.639144 3.806224 4.866455 -0.41 -0.24 -1.88
N -3.029601 1.770783 4.469670 2.37 1.71 -1.78
C -3.108090 1.386074 1.331327 -1.86 -1.71 -0.41
C -3.977361 2.696344 1.505759 -2.37 1.45 2.74
O -3.341412 3.993444 1.584897 0.32 -0.72 -0.42
C -5.332988 2.803333 0.578435 -1.28 0.59 0.18
F -5.242209 2.301033 -0.739477 -0.47 1.21 2.95
F -6.428159 2.098732 1.237354 2.97 1.82 -2.02
F -5.726265 4.209211 0.534888 0.87 -4.00 -0.20
C -0.645348 1.527547 0.055979 -3.25 2.17 -1.19
C -1.051242 3.021205 -0.508072 0.63 1.76 0.32
C -2.366037 3.217110 -1.356792 -1.10 1.57 -1.79
C -2.063429 4.312113 -2.567562 0.33 0.42 1.41
N -3.162577 4.326314 -3.592795 1.23 -1.07 0.20
C -1.043144 0.457163 -1.064756 0.10 -2.31 2.54
C -1.002890 0.473606 -2.619163 -1.03 -2.17 -4.75
N -0.774172 1.623075 -3.497875 0.95 0.99 -0.05
N -2.328639 -0.083367 -3.180913 0.81 0.47 1.21
N -0.084447 -0.622332 -3.192504 -0.40 0.98 1.18
N 0.892300 1.570081 0.332681 0.09 -2.69 -0.69
C 1.746441 1.247984 -0.873650 4.37 -1.63 -3.30
N 1.740516 2.092955 -2.074675 0.90 0.38 -0.13
N 1.177056 2.777894 0.855751 3.08 4.53 0.51
C 2.026866 3.641903 0.523264 -2.11 1.44 -2.88
S 2.551741 5.009897 -0.321838 -0.80 -3.66 2.93
H 8.482781 2.888834 3.469754 -2.44 -1.30 -0.67
H 4.639544 3.082034 1.285345 0.16 -0.40 1.69
H 3.968539 3.193545 3.037022 1.38 -1.04 -1.00
H 4.166936 0.657708 1.038447 -0.35 0.86 1.38
H 4.603769 0.411037 2.795191 -1.57 0.95 -1.24
H 2.417709 0.293625 3.414908 -0.84 1.01 -2.00
H 2.025388 1.997715 3.046483 0.56 -1.17 -1.19
H 2.208631 -0.190979 0.815542 -1.84 1.73 0.27
H 0.347620 -1.477478 0.911800 -0.07 2.24 0.66
H 0.294403 -2.416955 2.854378 0.44 0.96 0.04
H 1.812491 -1.783466 2.684747 -0.98 0.10 0.29
H -3.215776 -1.260906 0.459066 0.89 0.29 0.68
H -0.118562 1.806653 3.181413 -1.73 0.54 -0.88
H -0.803717 3.293099 2.372374 -0.78 -2.11 0.26
H -1.067350 4.508341 4.156769 -0.52 -0.83 1.52
H -1.063453 3.520271 5.817923 -0.84 0.52 -1.59
H -2.648759 4.343557 5.108532 1.94 -1.10 -0.24
H -3.370414 2.280640 5.318550 0.41 -0.66 -0.87
H -3.484286 0.677981 2.193621 0.75 1.62 -1.37
H -3.596549 0.848083 0.411392 1.47 1.07 1.28
H -4.499368 2.642647 2.560488 0.91 -0.58 -2.05
H -3.827912 4.617645 2.172460 0.18 -1.07 -0.70
H -1.129114 3.811185 0.352963 0.15 -1.79 -1.25
H -0.205942 3.478670 -1.176547 -1.33 -1.42 1.15
H -2.860994 2.317096 -1.858026 1.10 0.89 0.87
H -3.251586 3.793545 -0.859787 1.87 -1.42 -0.16
H -2.022975 5.346817 -2.025091 -0.09 -1.69 -0.98
H -1.030722 4.162605 -3.043598 -1.60 -0.05 0.69
H -3.874959 3.624481 -3.309883 0.61 0.70 -0.53
H -2.719252 4.017225 -4.486520 -0.94 0.27 0.94
H -2.122547 0.084968 -0.813969 2.10 1.20 -0.29
H -0.414507 -0.499442 -0.804711 -1.23 1.67 -0.35
H 0.077474 1.522286 -4.095873 -1.15 -0.09 1.04
H -1.527577 1.818581 -4.178216 0.38 -0.68 0.93
H -3.050894 0.647435 -3.195665 0.17 -0.67 0.43
H -2.602837 -0.933615 -2.666627 -0.26 0.76 -0.31
H -0.245729 -1.519780 -2.714178 0.57 0.57 -0.28
H 0.893761 -0.322656 -3.216008 -0.35 -0.54 0.31
H 1.653754 0.143696 -1.239341 -0.65 2.00 1.23
H 2.879883 1.287198 -0.563270 -2.40 -0.10 0.62
H 2.553322 2.752616 -2.058508 -1.20 -0.60 0.28
H 1.934805 1.554446 -2.951110 -0.73 0.31 1.33
C -2.516872 -3.433751 -5.464141 0.00 -0.10 -0.08
C -3.936540 -2.890424 -5.358474 -0.01 -0.04 -0.19
N -4.613155 -2.752908 -6.645429 -0.07 0.28 -0.14
C -5.845299 -1.968624 -6.572737 0.12 0.07 0.05
C -6.994720 -2.537571 -5.742249 -0.28 0.15 -0.01
C -4.685772 -3.958357 -7.467971 0.31 -0.08 -0.04
C -5.364881 -5.187475 -6.867153 -0.12 -0.26 -0.08
H -1.913687 -2.830493 -6.147800 -0.10 -0.05 0.03
H -2.036992 -3.407502 -4.480811 -0.06 0.00 -0.06
H -2.499998 -4.472227 -5.805146 0.02 0.08 0.01
H -3.865808 -1.900768 -4.892611 -0.19 0.03 -0.18
H -4.509240 -3.519800 -4.665310 0.00 -0.09 0.16
H -6.209446 -1.771269 -7.587444 0.16 -0.16 0.02
H -5.593043 -0.981134 -6.169740 0.16 -0.08 0.04
H -7.491611 -3.363743 -6.249133 0.04 -0.04 0.10
H -7.748451 -1.759144 -5.589892 0.01 -0.06 -0.01
H -6.674423 -2.867544 -4.752794 0.03 -0.05 -0.04
H -3.666478 -4.240733 -7.754640 -0.02 0.10 0.14
H -5.172794 -3.720040 -8.420645 -0.02 0.21 0.21
H -5.042590 -5.386400 -5.842136 -0.02 0.05 -0.04
H -5.110948 -6.071431 -7.461164 -0.01 0.08 0.05
H -6.451077 -5.099296 -6.880531 0.05 -0.02 0.12
C -12.825865 -2.414410 -3.200329 -0.08 0.05 -0.05
C -11.776370 -1.511416 -2.563968 -0.01 0.01 -0.16
N -11.015434 -0.720884 -3.529219 0.38 0.02 -0.11
C -9.830454 -0.086041 -2.954970 -0.05 -0.19 0.00
C -10.052142 0.975454 -1.878243 0.23 0.19 0.11
C -11.797181 0.117228 -4.435331 -0.18 -0.23 -0.15
C -12.726290 1.158587 -3.814661 -0.16 0.24 -0.07
H -12.379648 -3.064998 -3.957263 -0.01 0.11 0.03
H -13.278209 -3.051530 -2.434576 0.05 0.09 -0.06
H -13.633407 -1.841091 -3.663085 0.06 -0.07 0.00
H -11.082410 -2.161892 -2.019698 0.14 0.23 -0.08
H -12.260536 -0.875944 -1.812007 -0.09 -0.01 0.12
H -9.227196 0.350772 -3.759472 -0.21 -0.04 -0.08
H -9.198751 -0.873704 -2.528728 -0.15 -0.10 -0.01
H -10.411507 1.913151 -2.300369 -0.08 -0.03 0.06
H -9.099479 1.193508 -1.385741 -0.03 0.00 -0.01
H -10.743440 0.646577 -1.101087 -0.03 0.00 -0.07
H -12.400697 -0.537293 -5.074089 0.06 -0.06 0.16
H -11.122722 0.623262 -5.136068 0.14 -0.12 0.22
H -13.315492 0.755698 -2.987388 0.07 0.00 -0.03
H -13.434337 1.512687 -4.570983 0.06 -0.04 0.06
H -12.179202 2.032247 -3.460508 -0.07 -0.05 0.10
C 6.136027 -2.240122 3.286220 0.09 0.13 0.04
C 6.975420 -3.045992 2.302213 -0.08 0.10 -0.07
N 6.775433 -2.662348 0.906890 -0.30 -0.10 -0.30
C 7.346345 -3.613348 -0.046850 -0.07 -0.12 0.08
C 8.864571 -3.784506 -0.047580 0.14 -0.14 -0.21
C 6.991620 -1.252950 0.591846 -0.10 0.09 0.19
C 8.362223 -0.657748 0.907427 0.16 0.29 -0.09
H 5.073915 -2.284635 3.027737 0.05 -0.01 -0.06
H 6.253270 -2.649587 4.293970 0.01 0.04 -0.11
H 6.444219 -1.191413 3.324716 -0.02 -0.03 0.01
H 6.687903 -4.096526 2.421833 0.10 0.04 -0.26
H 8.030846 -2.978237 2.593555 0.07 0.00 0.14
H 7.022318 -3.348917 -1.060122 -0.03 0.17 0.15
H 6.895309 -4.593555 0.143535 -0.04 0.10 0.15
H 9.368408 -2.938377 -0.513208 0.04 0.00 0.10
H 9.126679 -4.671050 -0.632499 -0.02 0.06 0.03
H 9.270366 -3.933467 0.954043 -0.03 0.06 0.00
H 6.235441 -0.662145 1.122534 0.05 -0.11 0.13
H 6.769541 -1.077955 -0.467783 0.04 -0.30 0.03
H 8.722204 -0.935400 1.901088 -0.05 0.00 -0.04
H 8.299195 0.435078 0.882136 -0.01 -0.09 0.04
H 9.111135 -0.948385 0.170841 0.01 -0.06 0.11
C 10.406463 2.020288 6.863434 0.13 0.00 0.01
C 10.014775 0.552155 6.749326 0.06 0.05 -0.13
N 10.240965 -0.017031 5.422386 -0.26 -0.09 -0.33
C 9.603043 -1.318992 5.231990 -0.10 0.14 0.08
C 10.100348 -2.479496 6.092519 -0.08 -0.30 -0.06
C 11.598548 0.097814 4.894135 0.05 0.30 0.01
C 12.732950 -0.513808 5.713704 0.29 -0.07 -0.02
H 9.905273 2.622669 6.100740 0.06 -0.08 0.01
H 10.111038 2.406275 7.843502 0.03 -0.07 -0.10
H 11.485997 2.164763 6.770438 -0.09 0.02 -0.02
H 8.945457 0.487595 6.980224 0.06 -0.21 -0.17
H 10.535474 -0.017898 7.528612 0.02 0.02 0.14
H 9.676325 -1.607993 4.176788 0.15 0.16 0.03
H 8.529104 -1.198247 5.414440 0.05 0.16 0.08
H 11.068366 -2.848730 5.756146 0.01 0.04 0.10
H 9.397159 -3.314114 6.012869 0.04 0.03 0.00
H 10.166136 -2.219460 7.149892 0.04 0.04 -0.04
H 11.821545 1.160715 4.747555 -0.12 -0.04 0.12
H 11.632023 -0.322321 3.881957 -0.25 -0.07 0.14
H 12.663778 -0.267306 6.775909 -0.04 -0.02 -0.06
H 13.692046 -0.125813 5.355535 -0.09 -0.03 0.03
H 12.771784 -1.597933 5.608829 -0.02 0.04 0.12